Below is C3H5N3 in the gas phase, with properties calculated with wB97M-V/def2-TZVPD.

Structure (XYZ):
```
11
C3H5N3 (wB97M-V/def2-TZVPD)
C -1.71992 0.02068 0.03163
C -0.23971 -0.19063 0.02783
C 0.78022 0.71460 -0.12922
N 1.89983 -0.03822 -0.02726
N 1.60947 -1.32477 0.17554
N 0.31911 -1.42329 0.21023
H -2.22222 -0.80832 -0.47307
H -1.98359 0.95033 -0.48125
H -2.11146 0.07330 1.05343
H 0.80274 1.78122 -0.29852
H 2.86553 0.24511 -0.08934
```

Electronic energy ... -7661.49982 eV
Total charge ... 0
Gap between HOMO and LUMO ... 10.406 eV
SMILES ... Cc1c[nH]nn1
Energy relative to the best compared isomer or geometry (same formula, charge and spin) ... 0.956 eV

The computed Löwdin charges, all in e, follow: atom 1 (C): -0.05, atom 2 (C): -0.36, atom 3 (C): -0.06, atom 4 (N): -0.02, atom 5 (N): -0.02, atom 6 (N): 0.03, atom 7 (H): 0.08, atom 8 (H): 0.07, atom 9 (H): 0.08, atom 10 (H): 0.12, atom 11 (H): 0.15